Entry 1:
Here is a molecular structure, C21H55NNbO in a non-equilibrium geometry from the Open Molecules 2025 dataset. Energies are from ωB97M-V/def2-TZVPD.

LUMO level	2.34	eV
frontier orbital gap	0.2402	hartree
energy	-1019.8756	hartree

The geometry in ORCA input format:
```
! wB97M-V def2-TZVPD RIJCOSX def2/J DEFGRID3
* xyz -1 1
N -1.952 -1.128 -2.837
C -2.578 0.052 -3.413
C -1.585 1.175 -3.646
O -2.307 2.284 -4.210
C -0.388 0.768 -4.497
Nb -0.347 -1.056 -5.844
H -2.666 -1.823 -2.669
H -1.493 -0.906 -1.961
H -3.414 0.448 -2.816
H -3.002 -0.241 -4.382
H -1.253 1.553 -2.666
H -2.569 2.007 -5.088
H 0.506 0.696 -3.857
H -0.183 1.633 -5.153
H -1.987 -1.855 -5.726
H -1.142 -0.412 -7.398
H 1.110 -0.465 -6.811
H 0.694 -2.088 -4.719
H -0.007 -2.534 -6.878
C 1.905 -0.750 3.146
C 0.751 0.240 3.263
C -0.484 -0.173 2.465
C -0.262 -0.295 0.958
C 0.252 0.968 0.272
C -0.708 2.150 0.369
H 2.250 -0.845 2.116
H 2.758 -0.428 3.746
H 1.607 -1.742 3.494
H 1.087 1.230 2.941
H 0.469 0.343 4.315
H -1.288 0.541 2.662
H -0.840 -1.138 2.841
H -1.208 -0.584 0.487
H 0.434 -1.113 0.754
H 0.425 0.739 -0.783
H 1.228 1.250 0.680
H -1.674 1.894 -0.073
H -0.321 3.019 -0.163
H -0.881 2.448 1.406
C -4.188 -0.159 0.044
C -4.288 0.721 1.287
C -5.545 0.480 2.119
C -6.858 0.769 1.389
C -6.981 2.187 0.834
C -6.927 3.270 1.907
H -5.011 0.024 -0.649
H -3.266 0.038 -0.500
H -4.198 -1.218 0.315
H -4.225 1.773 0.992
H -3.417 0.529 1.918
H -5.491 1.084 3.030
H -5.555 -0.563 2.451
H -7.689 0.584 2.079
H -6.983 0.057 0.570
H -7.927 2.265 0.292
H -6.196 2.365 0.095
H -7.724 3.132 2.641
H -7.043 4.263 1.471
H -5.976 3.259 2.442
C 9.023 -1.159 1.965
C 8.200 -1.314 0.689
C 6.905 -0.503 0.692
C 5.917 -0.879 1.797
C 5.481 -2.342 1.806
C 4.750 -2.764 0.534
H 8.475 -1.508 2.842
H 9.949 -1.731 1.910
H 9.287 -0.113 2.133
H 7.975 -2.371 0.525
H 8.803 -0.999 -0.166
H 6.420 -0.605 -0.281
H 7.153 0.559 0.794
H 5.028 -0.249 1.694
H 6.348 -0.630 2.772
H 4.821 -2.498 2.664
H 6.344 -2.994 1.965
H 3.861 -2.151 0.372
H 4.428 -3.805 0.590
H 5.383 -2.667 -0.349
*
```

The Löwdin scheme yields these atomic charges, measured in e:
1 N 0.01
2 C -0.31
3 C -0.51
4 O -0.07
5 C -0.36
6 Nb 0.67
7 H 0.07
8 H 0.05
9 H 0.09
10 H 0.08
11 H 0.12
12 H 0.07
13 H 0.01
14 H 0.03
15 H -0.16
16 H -0.19
17 H -0.17
18 H -0.18
19 H -0.23
20 C -0.11
21 C -0.27
22 C -0.23
23 C -0.22
24 C -0.26
25 C -0.10
26 H 0.05
27 H 0.07
28 H 0.08
29 H 0.10
30 H 0.10
31 H 0.08
32 H 0.11
33 H 0.09
34 H 0.10
35 H 0.10
36 H 0.10
37 H 0.06
38 H 0.07
39 H 0.07
40 C -0.10
41 C -0.26
42 C -0.23
43 C -0.23
44 C -0.27
45 C -0.11
46 H 0.07
47 H 0.03
48 H 0.08
49 H 0.10
50 H 0.09
51 H 0.10
52 H 0.11
53 H 0.11
54 H 0.10
55 H 0.10
56 H 0.10
57 H 0.07
58 H 0.07
59 H 0.06
60 C -0.12
61 C -0.27
62 C -0.23
63 C -0.23
64 C -0.27
65 C -0.10
66 H 0.06
67 H 0.07
68 H 0.07
69 H 0.10
70 H 0.10
71 H 0.10
72 H 0.11
73 H 0.10
74 H 0.10
75 H 0.10
76 H 0.10
77 H 0.07
78 H 0.07
79 H 0.07

=====

Entry 2:
Here is a molecular structure, C21H55NO13 in a non-equilibrium geometry from the Open Molecules 2025 dataset. Energies are from ωB97M-V/def2-TZVPD.

LUMO level	0.24	eV
frontier orbital gap	0.2584	hartree
energy	-1864.7381	hartree
energy relative to the best compared isomer or geometry (same formula, charge and spin)	708.3	kcal/mol

The geometry in ORCA input format:
```
! wB97M-V def2-TZVPD RIJCOSX def2/J DEFGRID3
* xyz 0 1
C 2.671 -0.642 -0.693
C 2.094 -2.031 -1.133
C 3.160 -2.613 -2.217
C 3.151 -4.133 -2.303
C 3.194 -4.830 -0.913
C 2.043 -4.394 -0.039
N 2.013 -2.890 0.066
O 1.285 -2.421 1.071
C 0.755 -5.041 -0.613
C 2.230 -5.007 1.421
C 0.802 -1.909 -2.017
H 2.412 -0.518 0.358
H 2.331 0.202 -1.295
H 3.760 -0.675 -0.655
H 2.958 -2.236 -3.220
H 4.176 -2.282 -2.007
H 3.913 -4.482 -3.000
H 2.173 -4.330 -2.742
H 4.167 -4.636 -0.463
H 3.256 -5.910 -1.045
H 0.586 -4.950 -1.686
H 0.797 -6.124 -0.496
H -0.101 -4.577 -0.123
H 3.096 -4.617 1.957
H 1.370 -4.632 1.976
H 2.484 -6.066 1.369
H -0.053 -1.760 -1.357
H 0.393 -2.816 -2.463
H 0.864 -0.994 -2.606
H 0.401 -2.350 0.703
C -1.087 2.487 3.385
C -1.147 1.383 2.311
O -1.824 1.971 1.237
O -2.418 2.840 3.823
H -0.581 3.333 2.920
H -0.469 2.212 4.239
H -1.665 0.491 2.665
H -0.120 1.079 2.107
H -2.382 2.641 1.639
H -2.749 2.037 4.231
C -0.708 3.749 -3.387
C -1.372 2.846 -2.253
O -0.988 1.459 -2.533
O 0.675 3.883 -3.303
H -1.125 4.752 -3.294
H -0.849 3.409 -4.413
H -2.459 2.885 -2.172
H -1.045 3.050 -1.233
H -1.369 1.136 -3.353
H 1.042 3.021 -3.510
C -3.239 4.006 0.885
C -2.611 3.651 -0.513
O -1.330 3.322 -0.101
O -3.670 2.964 1.761
H -4.111 4.608 0.629
H -2.532 4.550 1.512
H -2.570 4.375 -1.327
H -3.155 2.751 -0.799
H -1.309 2.452 0.306
H -3.212 3.303 2.533
C 0.143 1.248 -0.150
C -0.463 -0.023 -0.909
O 0.191 -0.103 -2.152
O 1.473 1.065 0.390
H -0.427 1.405 0.765
H 0.150 2.214 -0.656
H -1.543 -0.030 -1.054
H -0.347 -0.916 -0.296
H -0.052 0.590 -2.771
H 1.765 0.152 0.449
C -4.714 0.368 0.499
C -3.455 -0.541 0.221
O -2.266 0.055 0.690
O -4.448 1.612 -0.121
H -4.640 0.631 1.554
H -5.656 -0.157 0.336
H -3.558 -0.969 -0.776
H -3.582 -1.453 0.804
H -2.278 0.498 1.542
H -3.525 1.875 -0.104
C 2.651 -0.145 2.081
C 2.695 1.447 2.252
O 1.366 1.887 2.055
O 2.983 -0.652 3.338
H 3.419 -0.433 1.362
H 1.685 -0.474 1.698
H 3.310 1.923 1.487
H 3.062 1.868 3.188
H 1.128 1.687 1.147
H 2.929 -1.610 3.300
*
```

The Löwdin scheme yields these atomic charges, measured in e:
1 C 0.01
2 C -0.32
3 C -0.12
4 C -0.18
5 C -0.15
6 C -0.46
7 N -0.13
8 O -0.01
9 C -0.04
10 C -0.02
11 C -0.09
12 H 0.00
13 H 0.12
14 H 0.11
15 H 0.11
16 H 0.10
17 H 0.11
18 H 0.08
19 H 0.12
20 H 0.12
21 H 0.06
22 H 0.08
23 H 0.08
24 H 0.07
25 H 0.07
26 H 0.08
27 H 0.05
28 H 0.08
29 H 0.00
30 H 0.10
31 C -0.11
32 C -0.17
33 O -0.16
34 O -0.04
35 H 0.14
36 H 0.14
37 H 0.16
38 H 0.11
39 H -0.02
40 H 0.12
41 C -0.21
42 C -0.15
43 O -0.10
44 O -0.05
45 H 0.11
46 H 0.11
47 H 0.10
48 H -0.06
49 H 0.13
50 H 0.08
51 C -0.11
52 C -0.17
53 O -0.09
54 O -0.06
55 H 0.13
56 H 0.15
57 H 0.16
58 H 0.09
59 H -0.10
60 H 0.04
61 C -0.02
62 C -0.12
63 O -0.16
64 O -0.09
65 H 0.06
66 H 0.15
67 H 0.12
68 H 0.10
69 H 0.03
70 H -0.04
71 C -0.17
72 C -0.18
73 O -0.15
74 O -0.08
75 H 0.11
76 H 0.12
77 H 0.13
78 H 0.11
79 H 0.03
80 H 0.02
81 C -0.24
82 C -0.11
83 O -0.14
84 O -0.02
85 H 0.11
86 H 0.10
87 H 0.12
88 H 0.12
89 H -0.22
90 H 0.08

=====

Q: LUMO level of number 1 (C21H55NNbO)?
A: 2.34 eV

=====

Q: LUMO level of number 1 (C21H55NNbO)?
A: 2.34 eV